# C3H5NO

A molecular structure, C3H5NO at a distorted geometry (wB97M-V/def2-TZVPD, OMol25).

The geometry in XYZ format:
```
10
Properties=species:S:1:pos:R:3
C 1.57 -0.36 -0.13
H 2.38 0.25 -0.55
H -2.38 1.03 -0.08
H -2.83 -0.70 -0.45
H 1.22 -1.04 -0.85
C 0.57 0.55 0.31
O 0.59 1.61 0.73
H 1.88 -0.88 0.81
N -0.96 -0.47 0.26
C -2.05 0.02 -0.05
```

HOMO energy, hartree: -0.3108
HOMO-LUMO gap, Eh: 0.3439
LUMO, eV: 0.901
Calculated total energy, hartree: -247.224441

natural (NBO) population analysis, charges in e, atoms 1 to 8: -0.744 0.240 0.145 0.152 0.259 0.769 -0.481 0.269



# C3H5NO

A molecular structure, C3H5NO at a distorted geometry (wB97M-V/def2-TZVPD, OMol25).

The geometry in XYZ format:
```
10
Properties=species:S:1:pos:R:3
H -1.76 0.62 0.82
C -0.80 0.12 0.73
C 0.49 -0.35 -0.71
H 0.56 -1.88 -1.19
H -0.52 -0.38 1.67
H 1.20 1.20 0.72
O -0.80 -0.82 -0.35
C 0.36 0.91 0.09
H -0.01 1.74 -0.51
N 1.28 -1.14 -1.27
```

HOMO energy, hartree: -0.3752
HOMO-LUMO gap, Eh: 0.4103
LUMO, eV: 0.955
Calculated total energy, hartree: -247.245003

natural (NBO) population analysis, charges in e, atoms 1 to 8: 0.187 -0.062 0.529 0.363 0.179 0.235 -0.536 -0.500



# C3H5NO

C3H5NO in the gas phase at a distorted geometry (wB97M-V/def2-TZVPD, OMol25).

The geometry in XYZ format:
```
10
Properties=species:S:1:pos:R:3
H 2.84 0.86 0.04
H 0.12 1.89 -0.10
O -1.89 -0.65 -0.02
H 3.09 -0.94 0.52
H -2.92 -0.35 0.16
C -0.04 0.67 -0.09
H 0.73 -1.38 -0.19
C 2.43 -0.11 0.02
N -1.37 0.57 0.12
C 1.09 -0.37 -0.11
```

HOMO energy, hartree: -0.3272
HOMO-LUMO gap, Eh: 0.3431
LUMO, eV: 0.432
Calculated total energy, hartree: -247.161482

natural (NBO) population analysis, charges in e, atoms 1 to 8: 0.196 0.206 -0.536 0.213 0.485 -0.039 0.217 -0.357



# C3H5NO

2 unconnected molecules or ions with the total composition C3H5NO (wB97M-V/def2-TZVPD, OMol25).

The geometry in XYZ format:
```
10
Properties=species:S:1:pos:R:3
O -1.05 0.32 -0.97
C -1.26 0.99 0.02
C 0.98 -1.19 -0.76
N 1.02 0.02 1.46
H -1.90 0.63 0.84
H 0.34 -2.06 -0.88
H 0.19 0.63 1.38
H -0.83 2.00 0.14
H 1.41 -0.72 -1.63
C 1.09 -0.62 0.41
```

HOMO energy, hartree: -0.3399
HOMO-LUMO gap, Eh: 0.3606
LUMO, eV: 0.563
Calculated total energy, hartree: -247.203308

natural (NBO) population analysis, charges in e, atoms 1 to 8: -0.487 0.195 -0.581 -0.623 0.122 0.250 0.344 0.121



# C3H5NO

C3H5NO in the gas phase at a distorted geometry (wB97M-V/def2-TZVPD, OMol25).

The geometry in XYZ format:
```
10
Properties=species:S:1:pos:R:3
H -0.86 0.24 1.01
C 1.54 -0.54 0.44
C -0.97 0.88 0.13
H -0.04 -1.58 -0.47
H -2.02 0.89 -0.19
H -0.67 1.90 0.40
C 0.59 -0.71 -0.69
O -0.15 0.44 -0.95
N 2.25 -0.40 1.34
H 1.17 -0.92 -1.60
```

HOMO energy, hartree: -0.3969
HOMO-LUMO gap, Eh: 0.4265
LUMO, eV: 0.805
Calculated total energy, hartree: -247.263478

natural (NBO) population analysis, charges in e, atoms 1 to 8: 0.181 0.239 -0.263 0.205 0.189 0.194 -0.157 -0.517



# C3H5NO

C3H5NO in the gas phase (wB97M-V/def2-TZVPD, OMol25).

The geometry in XYZ format:
```
10
Properties=species:S:1:pos:R:3
H 1.49 -0.99 -0.58
H -0.19 -0.75 1.76
C -0.35 -0.02 -1.02
H 0.06 0.51 -1.90
C -0.58 0.80 0.25
C 0.34 -0.16 1.00
N 0.54 -0.91 -0.25
O -1.24 1.76 0.55
H -1.28 -0.54 -1.30
H 1.20 0.31 1.49
```

HOMO energy, hartree: -0.3478
HOMO-LUMO gap, Eh: 0.3839
LUMO, eV: 0.982
Calculated total energy, hartree: -247.258609

natural (NBO) population analysis, charges in e, atoms 1 to 8: 0.369 0.214 -0.345 0.214 0.594 -0.346 -0.623 -0.503



# C3H5NO2

A gas-phase ion, C3H5NO2 (charge -1) at a distorted geometry (wB97M-V/def2-TZVPD, OMol25).

The geometry in XYZ format:
```
11
Properties=species:S:1:pos:R:3
C -0.38 0.97 0.14
H 1.47 1.48 -0.78
C 0.97 1.62 0.16
C 0.57 -1.29 -0.39
O 0.45 -2.53 -0.18
H 0.89 2.65 0.51
N -0.43 -0.36 -0.10
H 1.52 -0.80 -0.57
O -1.45 1.62 0.35
H -1.38 -0.67 0.12
H 1.56 1.14 0.96
```

Spin multiplicity: 2
HOMO energy (spin up / spin down), hartree: 0.0043 / -0.1600
HOMO-LUMO gap (spin up / spin down), Eh: 0.1535 / 0.3146
Net charge: -1
LUMO (spin up / spin down), eV: 4.294 / 4.209
<S²>: 0.77
Calculated total energy, hartree: -322.544787

natural (NBO) population analysis, charges in e, atoms 1 to 8: 0.538 0.198 -0.705 0.222 -0.775 0.216 -0.598 0.074



# C3H5NO2

A gas-phase ion, C3H5NO2 (charge -1) at a distorted geometry (wB97M-V/def2-TZVPD, OMol25).

The geometry in XYZ format:
```
11
Properties=species:S:1:pos:R:3
C 0.79 -0.89 0.86
H 0.36 -1.86 0.41
H 1.20 -0.99 1.81
N -0.82 0.71 -0.18
O 0.08 1.06 1.89
C -0.06 0.30 0.90
H -0.27 -0.72 -1.50
H -1.09 1.66 -0.18
O -1.08 0.93 -2.52
C -0.65 0.34 -1.61
H 1.55 -0.54 0.12
```

Spin multiplicity: 2
HOMO energy (spin up / spin down), hartree: 0.0194 / -0.1731
HOMO-LUMO gap (spin up / spin down), Eh: 0.1431 / 0.3306
Net charge: -1
LUMO (spin up / spin down), eV: 4.423 / 4.286
<S²>: 0.76
Calculated total energy, hartree: -322.517111

natural (NBO) population analysis, charges in e, atoms 1 to 8: -0.713 0.194 0.226 -0.650 -0.752 0.535 0.048 0.382



# C3H5NO2

C3H5NO2 in the gas phase (wB97M-V/def2-TZVPD, OMol25).

The geometry in XYZ format:
```
11
Properties=species:S:1:pos:R:3
O -0.15 -0.13 -0.05
H 1.32 -0.45 -1.88
C 1.90 -0.44 -0.95
H 2.49 -1.36 -0.84
H -2.93 0.90 1.10
H -2.12 1.06 -0.45
C -1.09 0.03 1.00
C 1.12 -0.27 0.32
O -0.96 -0.43 2.10
H 2.64 0.38 -0.98
N -2.13 0.74 0.51
```

HOMO energy, hartree: -0.3206
HOMO-LUMO gap, Eh: 0.3484
LUMO, eV: 0.755
Calculated total energy, hartree: -322.476139

natural (NBO) population analysis, charges in e, atoms 1 to 8: -0.557 0.203 -0.780 0.251 0.414 0.410 0.886 0.316



# C3H5NO2

C3H5NO2 in the gas phase (wB97M-V/def2-TZVPD, OMol25).

The geometry in XYZ format:
```
11
Properties=species:S:1:pos:R:3
H -1.52 1.22 0.36
N 0.92 1.18 -0.58
O -1.05 0.32 2.10
O 0.61 -1.07 -0.26
H 2.35 -0.35 -0.86
H 1.64 1.85 -0.84
H -1.34 -0.85 -0.90
C -1.13 0.35 0.90
C -0.78 -0.88 0.04
C 1.35 -0.01 -0.59
H -1.05 -1.77 0.62
```

HOMO energy, hartree: -0.3603
HOMO-LUMO gap, Eh: 0.3921
LUMO, eV: 0.866
Calculated total energy, hartree: -322.509911

natural (NBO) population analysis, charges in e, atoms 1 to 8: 0.132 -0.731 -0.512 -0.479 0.162 0.364 0.190 0.416



- What is the calculated total energy in the ninth record?
  -322.476139 hartree